# 1
Density functional theory data (wB97M-V/def2-TZVPD) for a cluster of 7 separate species, C27H64N2O21P3S6 in total.

Each line ends with the Mulliken charge.
CARTESIAN COORDINATES (ANGSTROEM)
H (2.47950, 1.25341, 7.88715)  0.276
O (0.75240, 3.99982, 8.39164)  -0.581
H (-0.47128, -0.35521, -4.35628)  0.253
H (3.49441, -3.02252, -6.19313)  0.409
O (-5.11236, -1.68132, 2.76131)  -0.692
H (6.53237, -4.37561, -2.92032)  0.322
O (-1.16279, -2.60510, -2.34175)  -0.273
C (1.36930, -0.26193, -5.59326)  -0.980
C (2.47967, -1.05046, -6.11469)  -0.325
H (-5.62576, -1.43126, -0.86598)  0.300
H (-1.96736, -2.83902, -5.91759)  0.374
O (7.75399, 2.18066, 9.01009)  -0.602
H (-10.85808, -3.23355, -6.98506)  0.345
H (7.62984, -0.55992, -6.27258)  0.286
H (-2.36038, 0.60998, -0.71160)  -0.002
C (1.09958, 3.66689, -0.87543)  -1.087
H (1.69903, 4.57882, -0.87963)  0.297
H (2.58689, 2.80224, 7.06653)  0.267
C (0.46713, -2.35537, -4.38469)  1.124
H (0.83106, 0.46878, 6.16523)  0.277
C (0.98220, 1.53191, 6.35818)  -0.277
H (-4.56988, 0.98615, 3.31709)  0.441
H (-2.03524, 4.37327, 8.78840)  0.371
O (6.37205, -1.07473, -4.09876)  -0.632
C (-3.79067, -2.20566, -1.34347)  -0.475
H (-4.02237, 0.26985, -5.66801)  0.349
C (1.62067, -3.11219, -4.91595)  -0.615
C (-1.09747, 5.42872, 2.89066)  -0.891
C (5.91663, 4.35046, 10.36035)  -1.039
C (5.85370, 4.76077, 8.90117)  -0.108
C (2.61904, -2.48242, -5.77303)  -0.501
H (3.13146, 1.34660, 6.23625)  0.409
O (-3.43308, -1.22964, 4.52217)  -0.192
O (7.04670, 4.40450, 8.18881)  -0.268
C (-2.43302, -3.43649, 4.88244)  -0.949
H (-2.54930, 2.96244, 7.82125)  0.311
S (-3.77409, -1.20336, 2.95545)  1.221
N (-4.68614, -1.05143, -1.02186)  -0.447
H (5.04138, 4.71390, 10.90166)  0.387
C (-5.91828, -4.45489, -7.80551)  -0.936
O (-0.03664, 1.93275, 7.28501)  -0.260
H (0.85565, 2.05360, 5.40523)  0.240
H (-3.50848, -2.23800, 6.29053)  0.276
H (0.11769, 3.92462, -1.27542)  0.321
O (-8.33662, -4.26481, -7.47137)  -0.262
H (1.20761, 0.81917, -5.82970)  0.408
O (7.93709, -2.86913, -4.76591)  -0.293
H (-1.58813, 2.73127, 9.31919)  0.334
O (-7.56250, -2.18041, -6.38295)  -0.540
H (9.02641, 2.09342, 6.47183)  0.367
H (-2.79213, 0.93489, 3.07839)  0.295
H (1.77689, -4.19783, -4.69262)  0.366
O (5.51659, -3.15265, -5.20295)  -0.599
C (6.44521, -3.30201, -2.76309)  -0.987
H (1.55464, 2.93950, -1.55144)  0.385
O (0.50729, 4.08327, 1.45465)  -0.235
O (-2.66229, -1.75572, 2.22831)  -0.614
O (6.17065, 2.37120, 7.08143)  -0.597
H (-0.91105, 4.76470, 3.73425)  0.221
H (-5.82641, -4.92931, -6.82586)  0.261
H (-4.79509, 0.15095, -3.99420)  0.232
H (-9.91753, -3.44212, -5.47090)  0.315
H (8.96074, -0.94728, -7.36186)  0.387
H (9.28405, -3.13030, -6.27135)  0.282
H (-7.42118, -4.17191, -9.34047)  0.333
H (5.50278, -3.06852, -2.27066)  0.363
C (8.34428, -2.59967, -6.11540)  -0.308
C (8.56249, -1.11841, -6.36036)  -0.974
H (-4.40266, -2.99155, -1.88065)  0.507
H (-2.48140, -3.74435, 3.83734)  0.279
H (5.76279, 5.84583, 8.83822)  0.258
H (-7.45227, -5.74363, -8.55578)  0.275
C (0.40123, -0.94018, -4.74628)  0.213
N (-2.71474, 1.51373, -2.93932)  -0.654
C (-7.30573, -4.67775, -8.37847)  -0.385
H (6.81797, 4.74656, 10.83230)  0.280
H (5.94744, 3.26557, 10.46641)  0.309
S (7.28972, 2.85688, 7.83576)  1.190
O (-1.84721, 3.30731, 1.55635)  -0.492
H (9.44425, 3.62733, 7.27813)  0.337
H (0.35503, 2.21442, 0.55016)  0.187
C (-3.55412, -2.47417, 5.22691)  -0.378
O (-0.56043, 4.12731, 6.26447)  -0.552
H (7.27693, -2.92438, -2.17156)  0.345
P (-1.97991, 0.40007, -2.08443)  0.479
C (-4.52611, -0.40809, -4.92108)  -0.678
H (-0.34641, 6.21450, 2.83858)  0.352
H (1.97919, 2.80407, 0.87246)  0.290
H (-4.74477, -0.50165, -1.88943)  0.101
H (-2.49307, -4.33551, 5.49797)  0.392
H (8.33562, 3.62532, 5.86682)  0.312
H (4.97542, 4.33444, 8.40891)  0.144
C (-3.75388, 0.54932, 2.74450)  -0.921
H (-5.15543, -4.86155, -8.47170)  0.432
H (-1.46054, -2.96400, 5.03506)  0.227
C (-0.55467, -3.10891, -3.52926)  -0.451
O (-1.25008, 5.39064, 0.29837)  -0.604
H (-3.28686, 2.07959, -2.30438)  0.310
H (-5.47580, -0.77735, -5.40383)  0.272
P (-3.47659, -1.94060, -4.57749)  0.518
H (-10.36035, -1.80841, -6.03067)  0.370
P (-2.50944, -1.66251, -2.62052)  0.365
C (2.37618, 1.74294, 6.91689)  -0.955
C (-1.76661, 3.37160, 8.45754)  -0.972
H (-5.71117, -3.39223, -7.67055)  0.247
C (-10.08525, -2.81404, -6.34386)  -0.969
S (-1.04921, 4.49294, 1.39659)  1.081
O (-0.87271, -4.21649, -3.86893)  -0.405
O (-8.85119, -2.08710, -8.52697)  -0.641
H (-3.28827, -2.64760, -0.43434)  0.299
H (-4.53239, -2.92384, 5.03816)  0.337
S (6.44234, -2.48709, -4.32905)  1.242
S (-8.58048, -2.69239, -7.25882)  1.135
H (-2.08984, 5.86904, 2.97107)  0.389
H (-0.55347, 0.49839, -2.16451)  0.124
H (-3.88699, 0.75448, 1.68348)  0.266
H (9.25608, -0.70554, -5.62538)  0.266
S (-0.27323, 3.50306, 7.52483)  1.093
H (7.61919, -3.01405, -6.82089)  0.294
H (3.22460, -0.57106, -6.79645)  0.352
O (-2.38978, -1.95574, -5.84490)  -0.515
C (8.66454, 3.08147, 6.75045)  -0.968
C (0.98931, 3.10611, 0.52802)  -0.191

spin multiplicity	1
gap between HOMO and LUMO	7.996	eV
net charge	+1


# 2
Density functional theory data (wB97M-V/def2-TZVPD) for a structure of composition C27H66AsCl6F6N4O10Zn.

Each line ends with the Mulliken charge.
CARTESIAN COORDINATES (ANGSTROEM)
Cl (0.01896, -1.59062, -6.30292)  -0.169
O (3.04719, 3.90664, -0.02345)  -0.470
C (-2.98393, 3.03937, 2.17507)  -1.234
H (0.78002, -0.32793, 1.92946)  -0.637
F (2.24836, -1.34209, -2.44053)  -0.619
H (-4.08890, 0.09977, -3.67766)  0.427
H (-3.26077, 3.65836, 1.31906)  0.228
H (-3.81148, 2.20143, -0.82867)  0.342
O (-4.42909, -4.92703, -0.79546)  -0.380
H (-2.78146, -1.28020, 0.08069)  0.123
F (1.96752, -0.33168, -0.22245)  -0.429
O (-1.17792, 2.63901, -2.74567)  0.244
H (3.16833, -0.33461, 2.06576)  -0.366
C (-1.90960, -2.73042, 2.19487)  -0.913
Cl (5.92780, -2.14218, 0.05077)  -0.182
H (1.76647, -2.21508, 2.85086)  0.483
H (4.83582, -1.53736, 2.50032)  0.180
H (0.36940, 5.44128, -2.44099)  0.171
N (-2.91537, 1.71746, -0.88401)  -0.005
Cl (3.97449, -4.33697, -0.05241)  -0.182
H (-0.05341, 5.94064, -0.78086)  0.210
C (4.77200, 0.55600, -4.01055)  0.843
H (-0.67670, -4.43414, -2.81643)  0.340
H (-0.00537, -4.62271, 2.02768)  0.355
H (-2.50598, -3.42451, 1.59059)  0.242
H (5.50833, 2.49476, -0.00407)  0.377
C (-3.86244, -3.80586, -1.20203)  0.718
H (2.64147, 0.92056, 4.78334)  0.298
F (2.08845, 1.14141, -2.28956)  -0.728
H (0.65066, 0.41052, 3.35547)  -0.384
C (-2.25452, -3.01755, -2.70836)  1.093
C (-5.56601, -4.79064, 0.06884)  -0.644
O (3.48609, -2.27819, 3.95658)  -0.464
H (0.96940, -3.70495, 0.87840)  -0.038
H (-0.63501, 3.90023, -4.30904)  0.297
F (0.08525, -1.46328, -1.20882)  -0.306
H (0.69280, 3.19308, -3.34696)  0.159
H (2.67520, 2.29129, 1.23036)  -0.315
H (-1.32788, -1.16060, 0.53626)  -0.790
C (3.33499, 2.54926, 0.40574)  1.518
H (3.23843, 1.74957, 3.37571)  0.392
N (-0.88075, 2.05344, 1.33954)  2.209
F (-0.01734, 0.95351, -1.06201)  0.770
Cl (5.79696, 0.95247, -5.37232)  -0.171
C (-0.97478, -3.52105, -3.33419)  -1.057
H (3.90435, -0.03514, -4.29443)  -0.485
H (3.20292, 1.89199, -0.44523)  -0.304
C (0.72495, 5.95493, -1.54755)  -0.580
H (4.87784, 1.50431, 1.33446)  0.232
O (1.94347, 5.39280, -1.08277)  -0.451
H (0.10077, 1.95280, 1.63375)  -0.491
C (-2.83403, 1.06189, -2.21215)  1.886
H (-4.93843, 1.08640, -2.52969)  0.488
H (1.87649, -1.10339, -5.01984)  -0.704
H (3.61676, -2.04180, 0.38249)  -1.061
H (-1.09817, -3.78586, -4.38568)  0.342
H (-1.07788, -0.07435, 5.52252)  0.272
H (4.23796, 0.48679, 4.14207)  0.310
F (0.29134, -0.13039, -3.26166)  -0.480
H (5.21210, -3.08358, 3.34973)  0.312
C (-1.46018, 2.97382, 2.37071)  0.413
H (-6.36926, -4.27441, -0.45971)  0.313
H (4.04097, -2.31369, -1.31714)  -0.162
C (-2.47422, -1.32000, 2.10941)  1.878
H (4.31717, 1.45470, -3.60108)  -0.031
O (-4.00415, -2.70873, -0.70424)  -0.526
H (-1.84071, 1.35611, 6.19785)  0.270
H (-2.03047, 0.32761, -2.16184)  -1.036
H (-2.97217, 0.98701, -0.15671)  0.082
C (-1.01496, 2.65427, 3.77819)  -0.859
H (-0.20372, -2.75672, -3.32623)  -0.013
H (-4.61539, -1.55817, 1.76544)  0.262
C (-1.11437, 1.01169, 5.45381)  -0.956
H (2.32471, -2.24859, -6.31627)  0.391
H (-4.16815, -0.19161, 2.79416)  0.289
H (-0.59831, -4.19034, 0.33745)  0.219
C (-3.92564, -1.22462, 2.54462)  -1.818
H (-3.39396, 2.03834, 2.01930)  0.079
N (1.24394, 0.35781, 2.52586)  1.367
Cl (5.62021, -0.32173, -2.72388)  -0.132
H (-5.32949, -4.26415, 0.98859)  0.236
C (3.22591, 0.77675, 3.86791)  -1.679
H (-2.03819, -2.28756, -1.92744)  -0.708
H (-1.12518, 3.99347, 2.15029)  0.427
O (-0.57122, -2.65337, 1.71783)  0.192
Cl (2.36531, -0.01885, -7.05825)  -0.161
C (4.79125, 2.45740, 0.81246)  -1.554
C (1.89426, 4.17507, -0.55794)  0.346
H (0.92568, 6.99406, -1.78880)  0.344
C (4.43133, -2.45904, 2.92427)  -0.100
O (0.90958, 3.44452, -0.61737)  -0.571
H (-2.28308, 1.57303, -4.15339)  0.511
H (-2.81202, -2.42188, -3.44189)  0.202
H (-1.85661, -3.08255, 3.23095)  0.475
C (2.53129, -0.22604, 2.94685)  0.830
H (4.00852, -2.99876, 2.06691)  -0.147
H (-1.28972, 1.13720, 1.54360)  -0.984
C (1.76729, -1.35346, -6.06977)  0.556
C (-2.43463, 2.13142, -3.22763)  -1.424
O (-1.44829, 1.35822, 4.12348)  -0.220
C (4.25371, -2.59472, -0.29366)  1.615
O (-3.02874, -4.09656, -2.19711)  -0.340
H (0.08475, 2.69651, 3.77115)  0.301
H (-3.46030, 3.44393, 3.06730)  0.489
H (-0.17349, 2.19527, -4.52201)  0.324
H (-3.13789, 2.95190, -3.38426)  0.308
H (-1.89718, -0.67293, 2.78123)  -0.757
H (-1.40612, 3.39670, 4.48093)  0.627
H (-4.09667, -1.86940, 3.40839)  0.506
C (2.32005, -1.59470, 3.57384)  -0.645
H (1.66728, -1.47836, 4.44445)  0.290
As (1.15330, -0.20618, -1.73343)  1.968
H (-5.90629, -5.81048, 0.21836)  0.283
H (5.03800, 3.27481, 1.49427)  0.406
C (-0.04934, -3.87716, 1.23163)  -0.684
H (-4.37876, -0.47221, -1.95984)  0.234
Zn (-1.18235, 2.75597, -0.57791)  0.510
C (-4.12352, 0.35390, -2.62015)  -1.551
H (-0.15192, 1.44184, 5.74958)  0.379
N (-2.23669, -0.73662, 0.76327)  0.291
C (-0.27738, 3.00247, -3.79839)  -0.974

spin multiplicity	1
gap between HOMO and LUMO	7.847	eV
net charge	+1